{
  "formula": "C18H36O18",
  "method": "wB97M-V/def2-TZVPD",
  "molar_mass_g_mol": 540.5,
  "de_lowest_kj_mol": 33.6,
  "orbital_gap_ev": [10.247, 3.813],
  "homo_energy_ev": [-13.0660, -13.0660],
  "multiplicity": 2,
  "charge": 1,
  "elements": ["C", "O", "H", "O", "O", "C", "C", "O", "H", "H", "C", "O", "O", "O", "C", "H", "H", "H", "C", "H", "O", "C", "C", "H", "H", "H", "H", "O", "O", "H", "C", "H", "H", "C", "H", "O", "H", "C", "H", "O", "C", "C", "O", "C", "H", "C", "H", "H", "O", "H", "H", "H", "O", "H", "H", "C", "H", "C", "H", "O", "H", "H", "C", "H", "O", "H", "H", "H", "H", "H", "O", "H"],
  "positions_angstrom": [[3.157416, -7.085251, -3.041637], [2.325616, 2.724889, -4.494167], [-0.731364, 0.545179, 1.670143], [-3.767164, -2.149111, 5.811523], [2.167696, -6.872861, -2.050087], [-1.280804, 2.355829, 3.611033], [-1.534344, -0.066411, 1.258723], [3.622126, 0.170429, -0.570417], [-1.561914, 2.174179, -4.717607], [-5.527184, 1.278549, 4.479493], [-0.015404, -0.415991, -0.557887], [-2.097324, 4.728619, 1.105343], [0.364896, -1.389361, -1.271817], [2.007066, -4.580731, -2.323837], [2.882266, 1.511389, 1.860023], [-2.758674, 6.071179, -0.269717], [-5.704804, -3.080261, 6.292263], [-1.640904, 3.756159, -3.865217], [1.668236, -5.660401, -1.812757], [-6.314974, -0.008471, 3.498833], [4.998556, 2.003389, -0.879087], [1.115156, 2.074219, -4.312397], [5.473886, 1.523299, -2.115947], [3.139616, -6.480931, -3.948597], [0.217556, -1.052111, -3.360207], [-1.621914, 2.269679, -2.987137], [0.036696, -3.908191, -0.867187], [-5.422444, -0.720351, 5.233263], [-1.886134, 3.112299, 2.575643], [-2.363504, 0.500939, 0.835983], [4.160336, 1.224899, -0.166687], [-0.778514, 1.460729, 3.244143], [-1.052974, -5.042681, -0.172997], [0.010166, -4.841521, -0.304787], [5.873706, 0.509279, -2.120667], [-3.300234, -0.523401, 4.280143], [4.061516, 2.561829, -5.633237], [-1.205084, 2.757079, -3.868487], [-4.694124, -3.852691, 5.095893], [0.216426, 2.986289, -3.719617], [3.153656, 2.037439, -5.335047], [-6.039574, 0.316759, 4.502073], [0.051556, 4.189899, 1.825993], [-1.895534, 5.857169, 0.360593], [0.260596, -4.560861, 0.718263], [-4.128864, -1.053821, 5.020073], [3.039496, -8.136511, -3.304397], [2.183446, 2.342089, 1.958443], [0.072606, 0.797119, -0.777757], [-1.993714, -0.609741, 2.084483], [3.491686, 1.056129, -5.002067], [4.632766, 1.224809, -2.741677], [-0.726014, -0.904561, 0.439313], [-0.956994, 5.629629, -0.144847], [-7.006574, 0.362169, 5.003023], [0.961226, -1.198681, -2.576897], [2.495696, 0.557309, 1.501683], [-1.172074, 3.995579, 1.803613], [-1.681344, 6.771629, 0.913733], [0.644956, -5.888761, -0.896927], [-4.277964, -3.944871, 6.756903], [1.667516, -0.377021, -2.458077], [-4.667394, -3.255761, 6.007523], [-2.191894, 2.039709, 4.119043], [3.943626, 1.828369, 0.951753], [1.399196, -2.168801, -2.811757], [3.324836, 1.365149, 2.845333], [6.071536, 2.285039, -2.616597], [-0.498794, 2.901579, 4.138993], [2.731716, 1.909179, -6.331857], [0.742996, 0.993159, -4.801737], [4.128496, -6.930141, -2.571467]],
  "atomic_forces_ev_per_a": [[1.0055, -0.3950, -0.0713], [-3.0342, -0.5586, 1.9301], [-0.9686, 0.7232, 0.4360], [-0.6826, 1.4543, -0.9070], [-0.9783, 1.0850, 0.1233], [0.1685, -0.3511, -0.2456], [0.6461, 1.4230, 2.0483], [1.0612, 2.1023, 0.7445], [0.7376, 0.1660, -0.2770], [0.1858, -0.2751, 0.2269], [-2.1111, -3.7685, 1.0479], [-1.0640, -3.2753, 2.8193], [0.2234, 0.3020, -0.3678], [-1.0344, -2.6143, 1.4884], [0.5951, -0.9170, -0.0999], [0.1919, -0.5237, -0.0704], [0.1860, 0.8807, -0.0094], [0.1173, -0.0628, -0.2862], [-0.1881, 1.1362, -0.3159], [0.5523, -0.0448, -0.2189], [0.0485, -0.5801, 0.9156], [-2.3509, 0.5728, -1.8062], [-1.1349, -1.3095, -1.3239], [-0.6417, 0.2752, 0.2784], [-0.2749, 0.5352, 0.4792], [0.3048, -0.1761, 0.2170], [0.3200, -0.1179, -0.3300], [2.0776, -0.7949, 0.0322], [0.6126, 1.4064, -2.1451], [0.4911, -0.0775, -0.9227], [-1.1232, -1.6680, -2.3146], [-0.1051, 0.0575, -0.1379], [-0.1116, -0.5559, -0.4783], [-2.0113, 2.5433, 0.7801], [1.1573, 0.2832, 0.9198], [-2.0616, -0.6698, 1.4729], [-0.0391, 0.7226, 1.0137], [-0.2124, 0.1314, 0.6867], [-0.0020, 0.1445, -0.2376], [1.7242, -1.6964, -0.9561], [2.0872, -1.4742, -2.7832], [-1.3582, 0.0053, -0.3613], [-3.0173, -0.9114, -0.2199], [2.3684, 1.1576, -1.0223], [1.0897, -0.5058, 0.1019], [0.8713, -0.9716, 0.0418], [0.1442, 0.1435, -0.0404], [-0.0735, -0.0884, -0.5562], [0.4335, 1.6499, -0.2889], [0.4601, -0.6392, -0.2357], [-0.3420, -0.0307, 0.3830], [-0.5609, 0.9205, -0.3196], [-0.1170, -0.0428, -1.3026], [-0.1419, 0.6817, -1.0392], [0.1103, 0.6469, 0.0798], [0.8464, -0.2414, -0.8466], [-0.6233, 0.1273, 0.2826], [1.1130, 1.6713, 0.5337], [-0.1975, -0.1625, 0.6288], [2.2727, -0.8143, -1.4538], [0.4848, 0.5683, 0.1425], [0.1644, -0.3124, -0.5330], [-0.2910, -0.8900, -0.4082], [0.6749, -0.0248, 0.8365], [0.1913, 1.5004, 1.3854], [0.4615, 0.2288, 0.3480], [0.1314, -0.0805, -0.1284], [0.0228, -0.2343, 0.4418], [-0.5569, 0.2963, 0.3614], [-0.6659, -0.3039, 0.1112], [1.6683, 2.7157, 1.8083], [0.0720, -0.0978, -0.0858]]
}